# 1
The molecule C2H4N4. Source: OMol25; level of theory: ωB97M-V with the def2-TZVPD basis set.

Structure (XYZ):
```
10
Properties=species:S:1:pos:R:3:forces:R:3
N 0.99179 0.21455 -1.02250 0.157 0.029 -0.074
C 0.02067 0.00137 0.03336 0.057 -0.015 0.404
C 0.60793 0.02133 1.26184 -0.404 -0.059 0.017
N -0.47715 -0.19747 2.10854 -0.227 -0.037 -0.043
N -1.58424 -0.33257 1.44904 0.108 0.016 0.046
N -1.31515 -0.21397 0.12734 0.149 0.029 -0.058
H 0.92062 1.08297 -1.56048 -0.044 -0.144 0.164
H 1.17964 -0.56904 -1.65442 -0.079 0.106 0.176
H 1.73036 0.28450 -0.21331 0.116 0.053 -0.663
H -2.07447 -0.29168 -0.52942 0.166 0.023 0.031
```
Positions in Å, forces in eV/Å.

## Properties
Charge = 0
E = -297.45917 Eh
Relative energy (zero: lowest compared OMol25 entry of this formula, charge and spin) = 5.038 eV
Highest occupied orbital energy = -8.0 eV

***

# 2
A cluster of 2 separate species, C2H4N4 in total. Source: OMol25; level of theory: ωB97M-V with the def2-TZVPD basis set.

Structure (XYZ):
```
10
Properties=species:S:1:pos:R:3:forces:R:3
N -0.32488 1.24614 0.20998 -0.924 0.105 -0.633
C -1.02373 0.32974 0.10065 0.124 2.336 1.185
N -1.87386 -0.67623 0.28335 0.512 0.536 1.525
H -1.34653 -1.34954 0.83652 -0.197 -0.320 0.129
H -2.00606 -1.06555 -0.58791 -0.907 -1.489 -2.287
N 0.75283 -1.55944 0.12084 0.074 -0.111 0.237
C 1.32519 -0.55870 0.21080 0.136 -2.993 -0.179
N 2.22605 0.39042 0.28377 1.059 3.039 -2.205
H 3.00393 0.15757 -0.41233 -1.297 0.618 1.398
H 1.69877 1.29985 -0.01118 1.419 -1.721 0.829
```
Positions in Å, forces in eV/Å.

## Properties
Charge = 0
SMILES = N#CN.N#CN
E = -297.58174 Eh
Relative energy (zero: lowest compared OMol25 entry of this formula, charge and spin) = 1.703 eV
Highest occupied orbital energy = -10.4 eV

***

# 3
The molecule C2H4N4. Source: OMol25; level of theory: ωB97M-V with the def2-TZVPD basis set.

Structure (XYZ):
```
10
Properties=species:S:1:pos:R:3:forces:R:3
N 2.02600 0.01532 -0.00629 -2.210 -2.477 -1.369
C 0.64756 0.01438 -0.25331 -0.415 2.572 2.345
N -0.03387 -1.11417 -0.11703 -3.044 -0.323 -1.507
C -1.38475 -0.68379 -0.13519 0.562 -5.833 1.955
N -1.42078 0.55038 -0.05850 0.031 9.115 0.986
N -0.12451 1.25812 -0.19719 -0.241 -5.558 0.082
H 2.53684 -0.90399 0.07776 -0.864 2.201 -0.140
H 2.31211 0.93026 0.13004 1.722 1.310 0.447
H -2.41095 -1.25515 0.11707 2.997 0.808 -0.888
H -2.14764 1.18864 0.44264 1.462 -1.815 -1.911
```
Positions in Å, forces in eV/Å.

## Properties
Charge = 0
SMILES = Nc1nc[nH]n1
E = -297.56431 Eh
Relative energy (zero: lowest compared OMol25 entry of this formula, charge and spin) = 2.177 eV
Highest occupied orbital energy = -8.7 eV

***

# 4
The molecule C2H4N4O. Source: OMol25; level of theory: ωB97M-V with the def2-TZVPD basis set.

Structure (XYZ):
```
11
Properties=species:S:1:pos:R:3:forces:R:3
C -1.16720 -2.23118 -0.02509 -3.629 2.513 2.486
N -1.23719 -0.88938 -0.66540 0.860 3.082 -0.357
C -0.31872 0.03362 -0.39004 -2.327 -5.671 1.430
N -0.16211 1.39445 -0.58912 -3.014 -0.104 -2.908
N 0.82224 1.79113 -0.03954 1.959 2.900 0.652
O 1.48975 0.91889 0.66804 -0.811 -2.915 0.405
N 0.65597 -0.36763 0.54147 -0.156 1.674 4.243
H -0.13714 -2.42934 -0.02805 1.249 -2.075 -0.651
H -2.19724 -2.89970 -0.34498 3.816 1.665 0.714
H -1.25408 -2.01289 1.21658 -0.292 -0.616 -2.855
H 0.03355 -0.32383 1.57112 2.344 -0.453 -3.158
```
Positions in Å, forces in eV/Å.

## Properties
Charge = 0
SMILES = C/N=c1/nno[nH]1
E = -372.64732 Eh
Relative energy (zero: lowest compared OMol25 entry of this formula, charge and spin) = 6.885 eV
Highest occupied orbital energy = -9.9 eV

***

# 5
The molecule C2H4N4O2. Source: OMol25; level of theory: ωB97M-V with the def2-TZVPD basis set.

Structure (XYZ):
```
12
Properties=species:S:1:pos:R:3:forces:R:3
N 1.26809 -0.00567 -1.61969 -0.550 -1.108 -0.412
N 0.05349 0.90306 -1.41324 0.679 -5.522 2.856
C -0.46516 0.37010 -0.29528 -0.108 -0.081 -3.781
C -1.79601 0.38278 0.36194 -1.844 6.265 -0.120
N -1.74403 -0.10440 1.50211 0.355 -2.444 1.234
O -0.59413 -0.86968 1.56889 0.380 -1.835 1.700
N 0.26284 -0.70838 0.48988 -1.331 3.782 -0.107
O 1.24982 0.25026 0.96813 -1.589 1.142 -1.257
H 1.13034 -0.99650 -0.88198 0.608 3.344 -3.681
H 1.54813 -0.17193 -2.68885 -1.521 0.672 3.197
H -2.67771 1.23770 0.52575 2.353 -2.169 -1.923
H 1.76433 -0.28735 1.48234 2.568 -2.046 2.295
```
Positions in Å, forces in eV/Å.

## Properties
Charge = 0
SMILES = N/N=c1/cnon1O
E = -447.78969 Eh
Relative energy (zero: lowest compared OMol25 entry of this formula, charge and spin) = 8.509 eV
Highest occupied orbital energy = -8.8 eV

***

# 6
The molecule C2H4N4O2. Source: OMol25; level of theory: ωB97M-V with the def2-TZVPD basis set.

Structure (XYZ):
```
12
Properties=species:S:1:pos:R:3:forces:R:3
N 0.38440 2.10963 0.34540 0.981 -1.442 2.023
N -0.72337 1.32515 0.80003 0.891 -3.368 -2.821
C -0.69223 0.10513 0.26533 2.385 -0.607 1.000
C -1.33810 -1.31938 0.35408 1.044 3.435 0.161
N -0.53613 -2.24669 0.07953 0.397 -1.104 1.498
O 0.81670 -1.73246 0.10611 -2.186 1.552 -1.157
N 0.62726 -0.37185 -0.34989 -0.350 0.263 3.241
O 0.48602 -0.46587 -1.68417 4.938 2.315 -2.507
H 1.26317 1.37611 0.04904 -2.819 2.522 1.488
H 0.52581 2.71196 1.22812 0.457 -1.051 -2.141
H -2.32943 -1.40281 0.67305 -1.423 -0.757 -0.164
H 1.51591 -0.08893 -1.86663 -4.313 -1.757 -0.619
```
Positions in Å, forces in eV/Å.

## Properties
Charge = 0
SMILES = N/N=c1/cnon1O
E = -447.83573 Eh
Relative energy (zero: lowest compared OMol25 entry of this formula, charge and spin) = 7.257 eV
Highest occupied orbital energy = -9.6 eV